Here is the ion C9H18F2N3 with charge +1 at a distorted geometry from the Open Molecules 2025 dataset. Energies are from ωB97M-V/def2-TZVPD.

Results
Frontier orbital gap in Ha: 0.3983
Net charge: +1
Highest occupied orbital energy in Ha: -0.522
ΔE to the lowest compared entry with this formula, charge and spin in kcal per mole: 22.19
Multiplicity: 1
E_tot in a.u.: -717.37442

Each atom is followed by the atoms it is bonded to, with distances in Å.
Positions of all 32 atoms, in Å:
1 C 1.92 2.28 0.69  C2 1.532, H15 1.098, H16 1.127, H17 1.060
2 C 1.83 1.63 -0.69  C1 1.532, C3 1.484, H18 1.068, H19 1.117
3 C 0.77 0.60 -0.65  C2 1.484, N4 1.309, N14 1.284
4 N -0.38 1.00 -0.17  C3 1.309, C5 1.435, H20 1.022
5 C -1.51 0.10 -0.13  N4 1.435, F6 1.415, C7 1.507, N9 1.715
6 F -2.05 -0.03 -1.43  C5 1.415
7 C -2.61 0.43 0.84  C5 1.507, C8 1.562, H21 1.101, H22 1.098
8 C -3.15 1.89 0.83  C7 1.562, H23 1.166, H24 1.233, H25 1.054
9 N -0.67 -1.34 0.25  C5 1.715, F10 1.423, C11 1.430
10 F -1.74 -2.27 0.38  N9 1.423
11 C 0.08 -1.69 -0.92  N9 1.430, C12 1.477, N14 1.483, H26 1.162
12 C 0.92 -2.86 -0.58  C11 1.477, C13 1.535, H27 1.125, H28 1.092
13 C 1.88 -2.48 0.55  C12 1.535, H29 1.096, H30 1.121, H31 1.050
14 N 0.97 -0.54 -1.21  C3 1.284, C11 1.483, H32 0.953
15 H 2.80 2.94 0.78  C1 1.098
16 H 2.03 1.68 1.63  C1 1.127
17 H 1.01 2.81 0.80  C1 1.060
18 H 2.80 1.26 -0.96  C2 1.068
19 H 1.74 2.39 -1.51  C2 1.117
20 H -0.61 1.99 -0.03  N4 1.022
21 H -3.38 -0.31 0.54  C7 1.101
22 H -2.21 0.12 1.81  C7 1.098
23 H -4.29 1.89 0.60  C8 1.166
24 H -2.60 2.43 -0.13  C8 1.233
25 H -2.98 2.45 1.71  C8 1.054
26 H -0.48 -1.60 -1.93  C11 1.162
27 H 0.26 -3.74 -0.34  C12 1.125
28 H 1.48 -3.11 -1.49  C12 1.092
29 H 2.42 -1.53 0.46  C13 1.096
30 H 2.76 -3.16 0.66  C13 1.121
31 H 1.33 -2.43 1.45  C13 1.050
32 H 1.67 -0.81 -1.80  N14 0.953